[1]
This record from OMol25 describes a single C5H10S molecule at a distorted geometry. The level of theory is ωB97M-V/def2-TZVPD.

Values from the calculation:
Lowest unoccupied orbital energy = 1.04 eV
Relative energy (zero: lowest compared OMol25 entry of this formula, charge and spin) = 16.1 kcal per mole
Electronic energy = -594.6694 hartree
SMILES = CC[C@@H]1S[C@@H]1C

The geometry in ORCA input format:
```
! RIJCOSX wB97M-V def2-TZVPD def2/J DEFGRID3
* xyz 0 1
C 2.2498 -1.0849 -0.0864
C 0.9815 -0.3175 0.4807
C -0.3097 -0.6827 -0.1924
S -0.7605 -0.1194 -1.8723
C -1.5854 0.1641 -0.2764
C -1.7467 1.6304 0.2152
H 3.2103 -0.5563 0.1735
H 2.3174 -2.1207 0.2231
H 2.1822 -1.0350 -1.1813
H 0.8626 -0.4343 1.5724
H 1.1043 0.7370 0.2904
H -0.5486 -1.7460 -0.0635
H -2.5317 -0.4154 -0.2780
H -2.4414 2.2115 -0.4496
H -2.1969 1.6090 1.1800
H -0.7870 2.1602 0.2646
*
```

***

[2]
This record from OMol25 describes a single C5H10S molecule at a distorted geometry. The level of theory is ωB97M-V/def2-TZVPD.

Values from the calculation:
Lowest unoccupied orbital energy = 0.87 eV
Relative energy (zero: lowest compared OMol25 entry of this formula, charge and spin) = 119.9 kcal per mole
Electronic energy = -594.5041 hartree
SMILES = C=CCCSC

The geometry in ORCA input format:
```
! RIJCOSX wB97M-V def2-TZVPD def2/J DEFGRID3
* xyz 0 1
C 0.0556 -1.3714 2.6216
C 0.0662 -0.9369 1.2249
C 1.1665 -0.1920 0.9140
C 0.8318 0.9164 -0.0202
S 0.0184 0.4610 -1.6783
C -1.8272 0.4197 -1.1718
H -0.9501 -1.8318 3.0759
H 0.8233 -1.2992 3.5581
H -0.9846 -1.2420 0.5129
H 1.9771 -0.7318 0.4484
H 1.6314 0.2778 1.6337
H 1.8454 1.0760 -0.4032
H 0.1981 1.9041 0.1666
H -2.1755 -0.3451 -0.3469
H -2.2676 0.3481 -2.3803
H -2.1498 1.4535 -0.8239
*
```

***

[3]
This record from OMol25 describes a single C5H10S3 molecule at a distorted geometry. The level of theory is ωB97M-V/def2-TZVPD.

Values from the calculation:
Lowest unoccupied orbital energy = -0.46 eV
Relative energy (zero: lowest compared OMol25 entry of this formula, charge and spin) = 33.1 kcal per mole
Electronic energy = -1391.0184 hartree
SMILES = CSC(CC=S)SC

The geometry in ORCA input format:
```
! RIJCOSX wB97M-V def2-TZVPD def2/J DEFGRID3
* xyz 0 1
C -2.9505 -0.7176 0.6282
S -2.0284 -0.5359 -0.9460
C -0.3407 -0.0790 -0.3611
C 0.2965 -1.1722 0.5389
C 1.7820 -1.1155 0.7908
S 2.8009 -0.7077 -0.3868
S -0.3672 1.4452 0.6724
C 0.8165 2.3864 -0.3727
H -2.4329 -1.5006 1.3127
H -3.0381 0.2159 1.2118
H -3.9026 -1.0977 0.3727
H 0.2512 0.2327 -1.2767
H -0.0941 -2.1399 0.1517
H -0.1811 -1.1331 1.5218
H 2.1461 -1.4361 1.7167
H 0.3192 2.6971 -1.2797
H 1.7264 1.7822 -0.6386
H 1.0977 3.3425 0.1295
*
```

***

[4]
This record from OMol25 describes a molecular structure, C5H10Si at a distorted geometry. The level of theory is ωB97M-V/def2-TZVPD.

Values from the calculation:
Lowest unoccupied orbital energy = 1.09 eV
Relative energy (zero: lowest compared OMol25 entry of this formula, charge and spin) = 28.4 kcal per mole
Electronic energy = -485.9219 hartree

The geometry in ORCA input format:
```
! RIJCOSX wB97M-V def2-TZVPD def2/J DEFGRID3
* xyz 0 1
C 1.7812 0.6483 0.2190
C 0.6508 1.2939 0.2911
C 1.9569 -0.7420 -0.0939
C 0.1023 -1.2863 -0.5530
C -2.4591 0.3886 0.6121
Si -0.8207 0.3869 -0.3969
H 2.6561 1.2237 0.3645
H 0.6134 2.3709 0.5198
H 2.4383 -1.0201 -1.0715
H 2.4083 -1.3950 0.7139
H 0.3141 -1.6710 -1.5836
H -0.1789 -2.2218 0.0901
H -2.3397 -0.4774 1.2824
H -2.4710 1.3470 1.2284
H -3.4842 0.4526 0.1201
H -1.1679 0.7016 -1.7422
*
```

***

[5]
This record from OMol25 describes a molecular structure, C5H11BaClNSeSm at a distorted geometry. The level of theory is ωB97M-V/def2-TZVPD.

Values from the calculation:
Lowest unoccupied orbital energy (alpha / beta) = 4.24 / 4.24 eV
Relative energy (zero: lowest compared OMol25 entry of this formula, charge and spin) = 0.0 kcal per mole
Electronic energy = -3796.8107 hartree
⟨S²⟩ = 8.773

The geometry in ORCA input format:
```
! RIJCOSX wB97M-V def2-TZVPD def2/J DEFGRID3
* xyz -2 6
Sm -1.3064 -1.1379 -0.7127
Cl -0.7734 1.3055 -1.2908
C -3.3220 -0.7976 0.5406
C -0.7215 -2.2570 -2.6808
H -3.9517 -1.6922 0.3593
H -3.2572 -0.6329 1.6275
H -3.8464 0.0743 0.0895
H -1.3807 -3.1451 -2.7847
H 0.3293 -2.5600 -2.6978
H -0.9279 -1.5444 -3.5072
Ba 0.5450 1.2962 1.4984
C 2.8755 1.0136 0.1854
C 0.3463 -1.6734 0.9422
H 3.4270 0.0665 0.2465
H 2.9317 1.3895 -0.8494
H 3.3871 1.7506 0.8342
H 1.1615 -2.4116 0.7511
H 0.2271 -1.8180 2.0382
Se 2.1719 4.6919 3.1188
C 1.3337 4.2736 1.6073
N 0.7513 3.8084 0.6844
*
```

***

[6]
This record from OMol25 describes a molecular structure, C5H11Br4Na3O at a distorted geometry. The level of theory is ωB97M-V/def2-TZVPD.

Values from the calculation:
Lowest unoccupied orbital energy = -8.81 eV
Relative energy (zero: lowest compared OMol25 entry of this formula, charge and spin) = 22.9 kcal per mole
Electronic energy = -11054.7913 hartree

The geometry in ORCA input format:
```
! RIJCOSX wB97M-V def2-TZVPD def2/J DEFGRID3
* xyz 2 1
Na 3.5892 0.5562 1.1254
Na 2.2722 -2.7205 0.1777
Na 3.0656 -0.2290 -2.2445
C 0.2877 -0.0503 0.3420
O 1.6076 -0.4151 -0.0512
H -0.4190 -0.6066 -0.2795
H 0.1158 -0.3301 1.3868
H 0.0458 1.0115 0.2581
Br -1.1491 6.0497 -1.3321
C -0.1055 4.3741 -1.1995
C 0.4171 4.2332 0.2055
Br 2.0437 5.3041 0.4890
H 0.7189 4.5003 -1.8972
H -0.7785 3.5930 -1.5364
H 0.6356 3.1917 0.4538
H -0.2999 4.5720 0.9478
Br -3.4953 -4.2328 -0.7408
C -1.6869 -4.6354 -0.1300
C -1.3090 -3.6056 0.9208
Br 0.3101 -4.1950 1.8812
H -0.9799 -4.5921 -0.9575
H -1.7554 -5.6821 0.1514
H -2.0523 -3.3837 1.6751
H -1.0784 -2.7075 0.3539
*
```

***

[7]
This record from OMol25 describes 2 unconnected molecules or ions with the total composition C5H11BrO at a distorted geometry. The level of theory is ωB97M-V/def2-TZVPD.

Values from the calculation:
Lowest unoccupied orbital energy = 0.79 eV
Relative energy (zero: lowest compared OMol25 entry of this formula, charge and spin) = 25.9 kcal per mole
Electronic energy = -2846.3199 hartree
SMILES = CC(=O)C(C)C.Br

The geometry in ORCA input format:
```
! RIJCOSX wB97M-V def2-TZVPD def2/J DEFGRID3
* xyz 0 1
C 0.2046 -1.8595 -1.2418
C 0.6460 -0.7587 -0.3167
O 1.8222 -0.4682 -0.1363
C -0.4656 0.0268 0.2559
C -1.3729 0.7313 -0.8837
C 0.0977 1.1518 1.1925
H -0.6819 -2.2291 -0.9221
H 1.0430 -2.5794 -1.2330
H 0.1953 -1.4652 -2.2829
H -1.1298 -0.6505 0.7973
H -1.0438 1.1020 -1.7987
H -2.2635 0.1682 -0.9918
H -1.8825 1.5243 -0.2631
H -0.1656 2.1316 0.8214
H -0.2290 1.0557 2.2616
H 1.2075 1.0581 1.0192
Br 5.7035 0.6034 0.4627
H 4.3207 1.0922 0.0847
*
```

***

[8]
This record from OMol25 describes 2 unconnected molecules or ions with the total composition C5H11Cl2 at a distorted geometry. The level of theory is ωB97M-V/def2-TZVPD.

Values from the calculation:
Lowest unoccupied orbital energy (alpha / beta) = -1.04 / -1.04 eV
Relative energy (zero: lowest compared OMol25 entry of this formula, charge and spin) = 31.7 kcal per mole
Electronic energy = -1117.3857 hartree
⟨S²⟩ = 0.753

The geometry in ORCA input format:
```
! RIJCOSX wB97M-V def2-TZVPD def2/J DEFGRID3
* xyz 0 2
Cl 0.1112 -0.6346 -0.9992
Cl 2.0921 -0.5664 -0.7311
C -2.7863 2.2430 1.6992
C -2.8862 0.9598 2.5512
C -4.2461 0.8993 3.2872
C -2.7041 -0.3061 1.6959
C -1.6983 0.9135 3.4802
H -1.7966 2.2881 1.2221
H -3.5694 2.2610 0.9232
H -2.8993 3.1255 2.3468
H -4.2949 -0.0056 3.9138
H -4.3778 1.7782 3.9382
H -5.0748 0.8635 2.5602
H -2.7491 -1.1931 2.3477
H -3.4849 -0.3802 0.9266
H -1.7144 -0.2910 1.2138
H -1.7341 0.1600 4.2886
H -1.1216 1.8100 3.6702
*
```